Molecular formula: C16H20ClN3S
Method: DFT, wB97M-V/def2-TZVPD

The multiplicity is 1. The value obtained for the energy above the lowest of the compared OMol25 structures with the same formula, charge and spin is 0.332 eV. The value obtained for the orbital gap is 8.30 eV. The total charge is 0. The calculation puts the HOMO energy at -7.83 eV.

```
41
Properties=species:S:1:pos:R:3:mulliken_charge:R:1
Cl 2.0446 1.9517 1.1518 -0.20
C 1.3546 0.8116 0.0595 0.43
N 0.9578 1.3021 -1.0895 -0.38
C 0.4093 0.4811 -1.9883 0.83
C -0.1269 1.0903 -3.2535 -1.38
N -1.3921 1.7750 -3.0812 0.12
C -2.5211 0.9450 -2.7277 -0.94
C -2.7188 0.6924 -1.2220 -0.38
C -2.4220 1.9574 -0.4024 -0.29
C -2.4125 3.1884 -1.3025 -0.95
C -1.3118 3.0373 -2.3497 -0.56
N 0.2575 -0.8213 -1.8157 -0.45
C 0.6700 -1.3111 -0.6649 -0.06
S 0.5772 -2.9881 -0.2469 -0.36
C 1.2977 -2.6515 1.3147 0.72
C 1.5826 -1.3409 1.5155 0.06
C 1.2415 -0.5419 0.3825 -0.24
C 2.1941 -0.8424 2.7876 -0.62
C 2.1008 -1.9001 3.8865 -0.95
C 2.5341 -3.2642 3.3580 -0.75
C 1.5492 -3.7457 2.2920 -0.58
H 0.5937 1.8154 -3.6389 0.43
H -0.2669 0.2915 -3.9852 0.45
H -3.4135 1.4416 -3.1241 0.41
H -2.4167 -0.0094 -3.2469 0.37
H -3.7500 0.3703 -1.0660 0.44
H -2.0730 -0.1236 -0.8962 0.04
H -3.1591 2.0763 0.3937 0.43
H -1.4405 1.8750 0.0703 0.05
H -3.3855 3.3105 -1.7806 0.33
H -2.2157 4.0841 -0.7109 0.41
H -1.3736 3.8570 -3.0794 0.29
H -0.3453 3.1065 -1.8410 0.36
H 3.2419 -0.5886 2.5994 0.35
H 1.6912 0.0729 3.1039 0.47
H 1.0700 -1.9658 4.2411 0.35
H 2.7279 -1.6047 4.7287 0.36
H 3.5315 -3.1823 2.9217 0.33
H 2.5783 -3.9904 4.1707 0.33
H 0.6032 -4.0354 2.7613 0.31
H 1.9362 -4.6263 1.7747 0.40
```